1.
{
  "formula": "H5NOSSi",
  "method": "ωB97M-V/def2-TZVPD",
  "species": ["O", "H", "S", "N", "H", "H", "H", "Si", "H"],
  "positions_angstrom": [[0.2503, 1.1263, -0.7471], [0.5535, -2.2438, 0.0503], [-2.3144, -0.0028, 0.1916], [0.6504, -1.4330, -0.5453], [1.4554, -1.1487, -0.9828], [-2.0242, 1.1056, -0.4862], [0.5722, 1.9147, -0.3513], [-0.1633, -0.1029, 0.1837], [1.0201, 0.7846, 2.6870]],
  "forces_ev_per_a": [[0.4, 0.6, -1.3], [1.0, -0.4, -0.6], [0.4, -0.5, 0.3], [-3.9, 0.2, 2.2], [2.6, 0.0, -0.9], [-0.4, 0.3, -0.2], [0.4, 1.0, 0.5], [0.1, -0.6, 1.2], [-0.6, -0.5, -1.2]],
  "mol_weight_g_mol": 95.20,
  "spin_multiplicity": 1,
  "gap_ev": [8.941, 7.028],
  "total_charge": 0,
  "e_above_lowest_kj_mol": 377.39,
  "lumo_energy_ev": [-0.6, -0.6],
  "fmax_ev_per_a": 4.5
}

---

2.
{
  "formula": "C29H29N5O2SV",
  "method": "ωB97M-V/def2-TZVPD",
  "species": ["O", "H", "C", "C", "H", "H", "O", "C", "C", "C", "N", "C", "C", "H", "H", "H", "C", "N", "C", "H", "H", "C", "S", "C", "C", "H", "C", "H", "C", "C", "C", "H", "H", "C", "H", "H", "H", "H", "C", "H", "C", "H", "H", "C", "C", "C", "C", "H", "C", "C", "V", "H", "H", "N", "H", "H", "C", "C", "C", "C", "H", "H", "H", "N", "N", "H", "H"],
  "positions_angstrom": [[0.1918, -3.2767, -1.7278], [-4.5243, -3.7944, -0.9895], [0.2200, 1.3793, -3.8005], [-3.8596, -2.0087, -0.0021], [1.7189, -2.8938, 3.9833], [4.0746, -3.9266, -1.2216], [0.7379, 3.6561, -1.8769], [1.1503, 4.3952, 2.5487], [0.0639, 0.1705, -4.4785], [-3.2614, -0.2483, 1.3713], [0.1816, 0.2121, -1.7252], [-5.3347, 1.2024, -1.3905], [1.4164, 2.8722, 0.7066], [0.2374, -1.1300, 3.4539], [2.3992, -4.0164, -1.7889], [-5.1975, -1.5588, -1.6625], [3.6828, 2.3640, -0.2562], [0.9573, -1.5977, -0.3030], [3.2137, -4.1304, 1.2193], [-1.4130, 3.6688, 2.3898], [-3.9391, 1.5809, 0.7776], [0.3782, -1.1521, 2.3775], [-2.5711, 0.3903, 2.7394], [2.5227, 4.5546, 2.6168], [-4.6393, -1.1611, -0.8288], [3.5148, 1.2849, -0.2346], [-4.6406, 0.1753, -0.5610], [-5.9144, 1.8868, -0.7705], [3.1002, -3.4413, -1.1841], [2.8681, -4.0057, 2.5533], [0.5787, 3.5681, 1.5886], [-4.5922, 1.7863, -1.9385], [-2.7754, -3.6887, -0.7080], [2.6261, -3.3409, 0.2369], [4.7327, 2.5623, -0.0477], [3.9704, -4.8478, 0.9244], [-1.2510, 4.2374, 0.7194], [-5.9983, 0.7262, -2.1071], [-0.9135, 3.4875, 1.4413], [-1.2194, 2.5114, 1.0759], [1.6335, -2.4239, 0.6223], [3.3251, -4.6465, 3.2962], [2.9553, 5.1957, 3.3744], [1.9577, -3.0342, 2.9356], [-3.7593, -3.4702, -0.2866], [0.1289, -0.9672, -2.3815], [0.6405, 2.4937, -1.5158], [-3.8458, -4.0329, 0.6409], [2.8046, 3.0640, 0.7431], [3.3408, 3.9044, 1.7075], [0.4099, 0.1685, 0.1343], [0.0251, -1.9863, -4.2482], [-0.6036, -1.3323, 1.9272], [0.8783, 1.9837, -0.2727], [4.4138, 4.0504, 1.7457], [3.1833, -2.4472, -1.6300], [0.2790, 1.3628, -2.4235], [0.4118, -2.1081, -1.4525], [1.3501, -2.2326, 1.9830], [0.0520, -1.0232, -3.7575], [0.7623, -0.1415, 2.0971], [0.3272, 2.3204, -4.3217], [0.5056, 4.9265, 3.2391], [-3.1910, -1.5534, 1.0351], [-3.9399, 0.6067, 0.5114], [3.4576, 2.7154, -1.2651], [0.0040, 0.1544, -5.5581]],
  "forces_ev_per_a": [[0.0, 0.1, 0.1], [0.0, 0.0, 0.0], [-0.1, -0.1, 0.1], [-0.1, 0.2, 0.0], [0.0, 0.0, 0.0], [0.0, 0.0, 0.0], [0.0, -0.1, 0.1], [0.0, 0.0, 0.0], [0.0, 0.0, -0.1], [0.0, 0.3, -0.1], [-0.3, -0.1, -1.2], [0.0, 0.0, 0.0], [0.1, 0.4, 0.1], [-0.1, 0.2, 0.0], [0.0, 0.0, 0.0], [0.0, 0.0, 0.0], [-0.1, 0.1, 0.1], [0.7, -1.1, 0.2], [0.0, 0.0, 0.0], [-0.1, 0.0, 0.0], [0.0, 0.0, 0.0], [0.3, -0.4, -0.4], [0.0, 0.2, 0.1], [0.0, 0.1, 0.1], [0.0, -0.1, 0.0], [0.1, 0.0, -0.1], [0.0, 0.0, -0.1], [0.0, 0.0, 0.0], [-0.1, -0.1, 0.0], [0.0, 0.0, 0.1], [0.0, -0.2, -0.2], [0.0, 0.0, 0.0], [0.0, 0.0, 0.0], [-0.1, 0.1, -0.1], [0.0, 0.0, 0.0], [0.0, 0.0, 0.0], [0.0, 0.0, 0.0], [0.0, 0.0, 0.0], [0.1, 0.2, 0.0], [-0.1, -0.1, 0.0], [0.1, -0.4, 0.2], [0.0, 0.0, 0.0], [0.0, 0.0, 0.0], [0.0, 0.0, 0.0], [0.0, 0.0, -0.1], [0.0, -0.4, -0.1], [-0.1, 0.2, -0.6], [0.0, 0.0, 0.0], [-0.1, -0.2, 0.1], [0.1, 0.0, 0.0], [-0.8, 0.4, 1.6], [0.0, 0.0, 0.0], [0.0, 0.1, 0.1], [0.4, 1.0, 0.5], [0.0, 0.0, 0.0], [0.0, 0.0, 0.0], [0.0, 0.4, -0.1], [-0.1, -0.2, -0.7], [0.0, 0.0, -0.1], [-0.1, 0.1, 0.1], [0.0, 0.0, 0.5], [0.0, 0.0, 0.0], [0.0, 0.0, 0.0], [0.0, -0.3, 0.0], [0.0, -0.4, 0.0], [0.0, 0.0, 0.0], [0.0, 0.0, 0.0]],
  "mol_weight_g_mol": 562.60,
  "spin_multiplicity": 2,
  "gap_ev": [7.637, 5.658],
  "total_charge": 0,
  "e_above_lowest_kj_mol": 196.53,
  "lumo_energy_ev": [-0.4, -0.3],
  "fmax_ev_per_a": 1.8
}